No. 1
Entry from the OMol25 dataset: a molecular structure, C32H37N5O2PtS3 at a distorted geometry (ωB97M-V/def2-TZVPD).

relative energy (zero: lowest compared OMol25 entry of this formula, charge and spin) = 0.0 kJ/mol
frontier orbital gap (alpha / beta) = 5.366 / 2.842 eV
2S+1 = 5
LUMO (alpha / beta) = -4.67 / -9.02 eV
strongest force on any atom = 3.62 eV/Å
net charge = +2

Structure (XYZ):
```
80
Properties=species:S:1:pos:R:3:mulliken_charge:R:1
Pt 2.87542 -2.25937 -0.44713 0.3421
N 3.47610 -2.53648 -4.87301 -0.4391
C 3.42744 -2.18139 -3.52848 0.7178
S 2.20013 -2.91147 -2.49093 -0.5034
N 4.27918 -1.31894 -2.97637 -1.1506
N 4.03138 -1.08186 -1.71182 0.5508
C 4.76076 -0.12450 -1.11732 -0.2650
C 4.50959 -0.01451 0.24988 0.6080
C 5.08895 0.99193 1.08128 -0.8035
C 4.74650 1.09551 2.41781 -0.2725
C 3.80901 0.14463 2.90524 -0.9831
C 3.26766 -0.80687 2.05948 -0.0479
N 3.56930 -0.83410 0.76193 -0.3257
H 2.69990 -3.03985 -5.37251 0.2292
H 4.10867 -1.95391 -5.44723 0.2647
H 5.56644 0.34589 -1.65485 0.4356
H 5.92966 1.56196 0.66989 0.3361
H 5.04841 1.97163 3.03874 0.3836
H 3.66821 0.02580 3.98598 0.3801
H 2.58894 -1.65005 2.26368 0.6028
O -3.53777 3.61076 2.24984 -0.3915
S -2.93386 4.40076 1.11374 0.7974
C -4.25382 5.52605 0.61046 -0.7964
C -5.00985 5.04165 -0.68961 -0.5971
C -5.94328 3.81463 -0.56808 -0.6824
C -6.12134 2.98529 -1.87028 -0.7338
S -4.52674 2.30252 -2.60157 0.4622
O -4.11057 3.27852 -3.76432 -0.6468
C -5.15625 0.81678 -3.34129 0.2297
C -4.94479 -0.35607 -2.57100 -0.2200
C -5.17701 -1.54485 -3.16655 -0.4939
C -5.66280 -1.60527 -4.49212 -0.3622
C -5.89362 -0.46200 -5.23042 -0.5430
C -5.78500 0.76898 -4.58642 -0.2827
C -1.74202 5.58873 1.67695 0.3052
C -1.34639 5.60788 3.00055 -0.6341
C -0.45824 6.63591 3.41286 -0.2820
C 0.18289 7.47222 2.52107 -0.6068
C -0.00977 7.12700 1.16006 -0.4309
C -0.92300 6.17989 0.76748 -0.1108
H -3.68410 6.46923 0.46395 0.5679
H -4.86819 5.63678 1.49610 0.4511
H -4.27177 4.69292 -1.49323 0.2903
H -5.49063 5.92941 -1.10604 0.4378
H -6.93254 4.31614 -0.31396 0.3291
H -5.71925 3.21535 0.31339 0.3855
H -6.47918 3.71615 -2.62797 0.3356
H -6.82368 2.13860 -1.67977 0.5181
H -4.66124 -0.36851 -1.52072 0.3126
H -4.81711 -2.41613 -2.58864 0.3097
H -5.75978 -2.51334 -5.04286 0.3783
H -6.11808 -0.45779 -6.28874 0.3852
H -5.87209 1.73747 -5.15763 0.3204
H -1.93306 5.10253 3.71638 0.4279
H -0.36704 6.73953 4.48933 0.3673
H 0.82447 8.23030 2.90448 0.4695
H 0.45381 7.73758 0.40275 0.3713
H -1.04133 5.93029 -0.32293 0.3622
C 5.54262 -6.42279 1.89199 -0.7396
N 4.64963 -5.57528 2.50512 0.3042
C 4.32209 -5.59362 3.92735 -0.6994
C 4.14754 -4.48120 1.73322 -0.9618
C 2.66349 -4.65880 1.45294 1.4047
C 1.96062 -5.84841 1.73936 -0.6095
C 0.65084 -6.07084 1.44065 -1.1554
C -0.01304 -5.10898 0.69237 -0.5455
C 0.68020 -4.00586 0.21771 -0.4750
C 2.01759 -3.76439 0.53881 -0.1600
H 6.23953 -5.86092 1.28886 0.3571
H 5.01163 -7.04556 1.11085 0.3342
H 5.98661 -7.08180 2.63603 0.3260
H 3.25858 -5.92257 3.92826 0.4046
H 4.39498 -4.60104 4.34586 0.3002
H 4.95351 -6.30310 4.55295 0.3247
H 4.70108 -4.32125 0.82070 0.5850
H 4.27266 -3.57908 2.34394 0.2503
H 2.48309 -6.65636 2.17355 0.4378
H 0.16361 -6.99126 1.70999 0.4152
H -1.02167 -5.21920 0.34631 0.4159
H 0.19722 -3.33762 -0.48633 0.4265
```

=====

No. 2
Entry from the OMol25 dataset: 2 unconnected molecules or ions with the total composition C2H3Cl2N2 at a distorted geometry (ωB97M-V/def2-TZVPD).

relative energy (zero: lowest compared OMol25 entry of this formula, charge and spin) = 582.8 kJ/mol
frontier orbital gap (alpha / beta) = 6.744 / 8.584 eV
2S+1 = 1
LUMO (alpha / beta) = -6.82 / -5.92 eV
strongest force on any atom = 6.33 eV/Å
net charge = +1

Structure (XYZ):
```
9
Properties=species:S:1:pos:R:3:mulliken_charge:R:1
C -0.28037 2.56987 -0.21917 -0.5458
C -0.27476 1.41349 -0.16679 0.3410
N -1.84251 4.45665 -0.74673 -0.0332
N -0.18195 0.04646 0.04166 -0.3060
Cl -3.25312 3.87021 -0.32435 0.1962
Cl -1.48620 4.62512 -2.33485 0.1781
H -0.05188 -0.38910 0.98794 0.3829
H 0.54865 -0.39493 -0.56240 0.3965
H -1.04392 -0.27573 -0.31102 0.3903
```

=====

No. 3
Entry from the OMol25 dataset: a molecular structure, C5H15N2S at a distorted geometry (ωB97M-V/def2-TZVPD).

relative energy (zero: lowest compared OMol25 entry of this formula, charge and spin) = 429.4 kJ/mol
frontier orbital gap (alpha / beta) = 5.193 / 5.210 eV
2S+1 = 1
LUMO (alpha / beta) = -6.94 / -6.92 eV
strongest force on any atom = 3.25 eV/Å
net charge = +1

Structure (XYZ):
```
23
Properties=species:S:1:pos:R:3:mulliken_charge:R:1
C 2.36807 1.76507 0.29060 -1.1341
C -0.02293 -0.25099 -0.05643 -0.9374
C 1.56883 -2.03050 0.70695 -1.2305
C 2.40830 0.33682 0.49132 -0.2416
C 1.35838 -0.57662 0.43131 0.9098
N -2.04101 0.60029 3.28316 -0.2805
N -3.41583 -0.15077 -4.35627 -0.6510
S -0.70434 0.92986 2.46849 0.2073
H 3.18521 2.12552 -0.43429 0.3557
H 1.37351 2.09272 -0.06243 0.2645
H 2.69154 2.35823 1.29413 0.2817
H -0.58017 -1.03674 -0.53226 0.3789
H -0.19522 0.72036 -0.45014 0.4148
H -0.46137 -0.10845 0.99868 0.0117
H 2.60824 -2.19535 0.57296 0.3834
H 1.08708 -2.48709 -0.23320 0.3116
H 1.13931 -2.41624 1.61998 0.2850
H 3.33470 0.01026 0.86819 0.4223
H -2.22941 -0.15759 3.98548 0.3039
H -2.91391 1.02903 3.16725 0.2876
H -3.78728 -1.03914 -4.64771 0.2192
H -2.60383 0.00475 -4.85711 0.2160
H -4.16787 0.47658 -4.54867 0.2216
```

=====

No. 4
Entry from the OMol25 dataset: 7 unconnected molecules or ions with the total composition C17H28Cl4F2O15 (ωB97M-V/def2-TZVPD).

relative energy (zero: lowest compared OMol25 entry of this formula, charge and spin) = 0.0 kJ/mol
frontier orbital gap = 10.534 eV
2S+1 = 1
structure (SMILES) = O=C1OC[C@@H](F)O1.O=C1OC[C@@H](F)O1.COC(=O)OC.COC(=O)OC.COC(=O)OC.ClCCl.ClCCl
LUMO = 0.16 eV
strongest force on any atom = 0.99 eV/Å

Structure (XYZ):
```
66
Properties=species:S:1:pos:R:3:mulliken_charge:R:1
C 7.38032 1.54555 -0.92392 -0.5024
O 7.71169 1.65546 0.46425 -0.3569
C 7.10056 2.64631 1.09321 0.7712
O 6.28088 3.39546 0.62852 -0.5622
O 7.55326 2.68015 2.34819 -0.3378
C 6.89653 3.57964 3.22397 -0.7065
H 7.96162 0.73011 -1.33710 0.3767
H 7.58797 2.47863 -1.44875 0.0928
H 6.30485 1.40101 -1.01032 0.3445
H 6.01764 3.11289 3.66650 0.2878
H 6.64028 4.51196 2.72371 0.3310
H 7.59322 3.82953 4.02366 0.2422
C 10.96600 2.72164 1.25773 -0.6614
O 10.82964 2.13700 -0.03972 -0.3198
C 10.68422 2.95903 -1.06620 0.9358
O 10.42587 4.13574 -1.01346 -0.6156
O 10.85497 2.26728 -2.19535 -0.3686
C 10.24579 2.83010 -3.35894 -0.3101
H 10.30187 2.17829 1.92497 0.1951
H 10.68593 3.77334 1.25803 0.3493
H 11.99877 2.64096 1.59413 0.2959
H 10.62244 2.22985 -4.17815 0.2541
H 10.47028 3.89174 -3.44594 0.3153
H 9.15740 2.75700 -3.28386 -0.0409
C 4.38101 8.64547 -4.88644 -0.5022
O 4.29654 9.67241 -5.86331 -0.3234
C 3.37715 9.47993 -6.80801 0.7997
O 2.52435 8.63316 -6.78849 -0.5465
O 3.56241 10.37576 -7.76735 -0.3211
C 2.60268 10.35560 -8.82328 -0.6258
H 4.62899 7.68171 -5.33956 0.1309
H 3.42802 8.51624 -4.37514 0.3054
H 5.17512 8.90784 -4.19690 0.2774
H 1.64893 10.73251 -8.45179 0.2927
H 2.46547 9.33858 -9.18333 0.3013
H 2.97843 11.01599 -9.59508 0.2119
C 0.28893 2.29580 -6.87952 -0.4920
C 1.74010 2.57279 -6.51076 0.3155
O 1.95360 1.79106 -5.38626 -0.0745
C 0.76288 1.35540 -4.87967 0.5015
O 0.63543 0.71184 -3.89880 -0.4621
O -0.25252 1.78536 -5.66298 -0.3565
F 1.87948 3.89911 -6.17354 -0.2857
H 0.17470 1.55638 -7.67464 0.2915
H -0.24456 3.19744 -7.16713 0.2932
H 2.46487 2.36263 -7.29234 0.3206
C 4.88618 3.96626 -4.84966 0.0606
C 6.10335 3.39745 -4.14352 0.0505
O 5.54826 2.58803 -3.16182 -0.0368
C 4.24894 2.98621 -2.92743 0.4040
O 3.55898 2.53193 -2.08856 -0.4812
O 3.84973 3.83188 -3.89590 -0.1813
F 6.84031 4.39183 -3.53973 -0.3485
H 4.66107 3.39076 -5.75451 0.0342
H 5.00666 4.98340 -5.21880 0.0601
H 6.77237 2.81371 -4.76854 0.3870
C 5.21859 -0.92047 -4.80246 -0.1255
Cl 3.73927 -1.76556 -5.28944 -0.1545
Cl 5.53534 0.45148 -5.87387 -0.1586
H 5.15308 -0.57264 -3.77895 0.0606
H 6.01962 -1.64147 -4.91187 0.3889
C 0.23620 3.42187 -1.52727 0.0148
Cl -1.12208 3.69492 -2.64000 -0.1837
Cl 1.23214 4.86448 -1.34813 -0.1573
H -0.14183 3.14137 -0.55272 0.3397
H 0.84195 2.62632 -1.94682 -0.0343
```

=====

No. 5
Entry from the OMol25 dataset: 2 unconnected molecules or ions with the total composition C5H4N3O3S at a distorted geometry (ωB97M-V/def2-TZVPD).

frontier orbital gap (alpha / beta) = 3.837 / 6.530 eV
2S+1 = 3
LUMO (alpha / beta) = 3.44 / 2.73 eV
strongest force on any atom = 4.01 eV/Å
net charge = -1

Structure (XYZ):
```
16
Properties=species:S:1:pos:R:3:mulliken_charge:R:1
C 0.57028 2.05819 -0.52331 -0.6818
C -0.32083 1.28968 -1.14964 0.5690
C 0.62556 -0.41800 -0.21802 -0.4846
C -0.96510 -1.32998 2.31655 0.5681
C 0.55089 -1.69536 0.49883 0.4061
N -0.31748 -0.01633 -1.05666 -0.5748
N 1.52716 -2.56623 0.88622 -0.3977
N -1.17921 2.01581 -1.98732 -0.5155
O -1.89132 -0.93968 1.74515 -0.2813
O -0.20868 -1.61968 3.16978 -0.3562
O 0.56404 -2.98022 -0.13758 -0.2275
S 1.55423 0.92266 0.43439 -0.1428
H 0.47642 3.07866 -0.28816 0.2891
H 2.33350 -2.46364 0.30404 0.3754
H -1.21754 3.10296 -1.73165 0.2060
H -2.10192 1.56115 -2.26262 0.2486
```

=====

No. 6
Entry from the OMol25 dataset: a single C20H20N2O2 molecule at a distorted geometry (ωB97M-V/def2-TZVPD).

relative energy (zero: lowest compared OMol25 entry of this formula, charge and spin) = 288.2 kJ/mol
frontier orbital gap = 7.732 eV
2S+1 = 1
structure (SMILES) = O=C1c2ccccc2C(=O)N1[C@H](c1ccccc1)N1CCCCC1
LUMO = -0.39 eV
strongest force on any atom = 4.14 eV/Å

Structure (XYZ):
```
44
Properties=species:S:1:pos:R:3:mulliken_charge:R:1
C 3.83519 1.03192 -1.72459 -0.7783
C 2.44211 0.89473 -2.34735 -0.8194
C 1.63817 -0.21300 -1.65817 -0.7130
N 1.52971 -0.03275 -0.25204 0.5382
C 0.36636 -0.56473 0.37025 -0.7112
C 0.28844 0.13193 1.83835 0.9193
C 0.78014 1.32707 2.41134 -0.0476
C 0.83321 1.46451 3.82899 -0.5685
C 0.22044 0.53353 4.66786 -0.5272
C -0.26625 -0.64763 4.09058 -0.6507
C -0.30328 -0.79230 2.69856 -0.8353
C 2.89975 -0.01775 0.38198 -0.8556
C 3.70354 1.15967 -0.19693 -0.6223
H 4.46990 0.15334 -1.94657 0.2994
H 4.37042 1.91635 -2.09018 0.3747
H 1.93539 1.86473 -2.27865 0.3019
H 2.55210 0.67650 -3.41696 0.3592
H 0.63134 -0.21897 -2.07870 0.4628
H 2.12865 -1.18412 -1.88179 0.3089
H 0.36837 -1.68170 0.79878 0.2566
H 1.03237 2.16076 1.73994 0.4192
H 1.31837 2.35861 4.21909 0.3781
H 0.26780 0.70204 5.74252 0.3630
H -0.60587 -1.44031 4.75712 0.3706
H -0.85878 -1.64695 2.28410 0.3225
H 2.84694 0.05288 1.47227 0.3937
H 3.41835 -0.97508 0.11214 0.4453
H 4.66608 1.20642 0.34457 0.3909
H 3.17648 2.10151 0.05363 0.2308
C -5.03755 -1.26916 -2.37802 -0.4548
C -3.93187 -2.03777 -2.05633 -0.6528
C -2.82293 -1.37548 -1.50915 0.3775
C -2.86922 -0.06238 -1.14770 0.2243
C -3.99061 0.71202 -1.37384 -0.5573
C -5.05448 0.11467 -2.03597 -0.4370
C -1.62123 0.29145 -0.51395 0.5843
O -1.30686 1.26374 0.17025 -0.6177
N -0.69386 -0.72137 -0.64219 0.5484
C -1.48417 -1.83719 -1.03980 -0.1350
O -1.19377 -3.02383 -0.99213 -0.6222
H -5.88863 -1.71222 -2.88027 0.4081
H -3.85315 -3.11103 -2.20536 0.4718
H -3.99929 1.74817 -1.03738 0.4739
H -5.93784 0.69916 -2.29831 0.3827
```